Molecular formula: C24H33N2O5P2SY
Method: DFT, ωB97M-V/def2-TZVPD

The geometry in XYZ format:
```
68
Properties=species:S:1:pos:R:3:forces:R:3
C -0.63740 3.35334 -2.77410 -1.3 -1.5 1.1
C -0.88930 2.38375 -1.78784 0.1 0.1 -2.3
N 0.07548 2.07432 -0.84340 -1.9 -1.0 0.6
C 1.18807 2.88072 -0.75240 1.0 0.7 -0.7
C 1.26301 4.08812 -1.45851 0.9 0.0 0.7
C 0.36977 4.32754 -2.48550 -0.7 0.7 -1.7
C -2.18214 1.49609 -1.99502 -0.2 1.0 2.3
P -2.71723 0.26513 -0.59900 0.2 1.4 -0.6
Y -0.24559 0.45899 0.85829 -0.1 -1.5 0.2
P 2.41501 0.47945 0.17918 -2.3 0.3 1.5
C 2.31076 2.31476 0.08425 0.0 0.1 0.6
C -0.45333 -1.82274 2.08006 -0.1 0.9 -0.9
C -0.89187 -1.86178 3.40674 -0.2 -1.3 1.1
C -0.97274 -3.08190 4.15107 0.0 0.4 -0.3
C -0.57464 -4.29763 3.57970 0.1 0.4 -0.2
C -0.12977 -4.27481 2.26071 -0.1 0.5 -0.5
C -0.12399 -3.06080 1.52611 0.2 -1.6 0.4
O -1.85656 -3.32258 -6.00928 0.4 2.2 0.2
O 0.42080 -2.33621 -2.44058 -2.6 -1.1 0.3
H -1.28538 3.27930 -3.70245 0.8 0.8 1.3
H 2.03500 4.86821 -1.22055 -0.6 -1.1 -0.3
H 0.40009 5.22133 -3.14091 0.3 -0.6 0.7
C -4.10861 1.23109 0.16425 -0.1 0.3 0.4
C -3.44251 -1.22107 -1.42386 -0.1 -0.7 -0.3
H 3.30709 2.58102 -0.27776 -0.1 0.7 0.2
H 2.13600 2.58428 1.14531 0.7 0.2 -0.7
H -2.13270 0.97094 -2.90184 0.3 -0.9 -1.4
H -3.06207 2.17716 -2.07035 0.7 -0.4 -0.1
C 3.59522 0.22741 1.55603 0.4 0.0 -0.7
C 3.06680 0.03076 -1.39455 1.0 -0.7 -1.3
H -1.20825 -0.94381 3.91126 0.1 -0.2 -0.1
H -1.34767 -3.10936 5.18053 0.1 0.3 -0.3
H -0.59150 -5.24893 4.12694 -0.1 0.5 -0.1
H 0.21167 -5.19932 1.77942 -0.2 0.3 0.1
H 0.16245 -3.19220 0.48219 0.1 0.4 0.0
H 0.10022 -3.34149 -2.55396 0.5 3.8 0.5
H -0.36838 -1.70218 -2.18410 2.1 -2.5 -0.9
H -1.66454 -3.25872 -6.93974 0.0 -1.0 -1.0
H -1.65754 -2.35957 -5.85946 -0.4 -1.2 0.8
H 4.63951 -4.83416 -4.02596 0.0 0.0 0.0
H -4.93072 0.52484 0.34002 0.2 0.2 0.2
H -3.74526 1.65052 1.14096 -0.5 -0.4 -0.9
H -4.51546 2.07703 -0.44484 0.5 -0.8 0.3
H -4.14231 -1.84322 -0.75814 1.2 1.1 -0.8
H -4.00940 -0.92919 -2.35871 0.8 -0.5 0.9
H -2.51554 -1.86564 -1.63009 -1.6 0.7 -0.1
H 3.91035 -0.68291 -1.04385 -1.0 1.1 -1.5
H 2.31000 -0.51178 -2.13534 1.8 1.3 1.7
H 3.41146 1.08780 -1.72904 0.0 -2.3 -0.3
H 4.55404 0.56246 1.14650 0.2 0.0 0.6
H 3.27564 0.84907 2.40463 0.2 -0.1 -0.3
H 3.68009 -0.82107 1.88045 -0.2 0.4 -0.3
O 2.17056 5.13030 3.37220 -0.8 -0.5 0.8
S 2.16039 3.83728 4.01067 -0.6 -1.0 -1.5
O 3.45933 3.29213 4.28996 -0.7 -0.4 0.5
N 1.31071 2.68236 2.85516 -0.5 0.6 1.7
C 0.11274 2.35377 3.26818 0.8 0.3 0.0
O -0.70485 1.47655 2.62133 1.7 3.1 2.6
C -0.16237 2.95985 4.65178 -0.6 -1.0 1.2
C -1.30628 2.61914 5.35364 -0.6 -0.3 0.4
C -1.44641 2.71314 6.76060 0.4 0.4 -0.8
C -0.39129 3.27923 7.49445 0.2 0.1 -0.9
C 0.75790 3.77778 6.78950 -0.3 -0.2 -0.5
C 0.87730 3.58604 5.36640 -0.3 -0.2 0.0
H -2.08238 2.22435 4.71105 -0.3 -0.3 0.4
H -2.37030 2.35960 7.25114 0.7 0.2 -0.3
H -0.49884 3.33597 8.60194 0.5 0.2 -1.1
H 1.49793 4.30864 7.40573 -0.1 -0.4 -0.7
```
Forces are in eV/Å.

Summary:
Lowest unoccupied orbital energy (alpha / beta), eV: -0.17 / -0.15
ΔE to the lowest compared entry with this formula, charge and spin, eV: 7.845

Molecular formula: C24H33N2S
Method: DFT, ωB97M-V/def2-TZVPD

The geometry in XYZ format:
```
60
Properties=species:S:1:pos:R:3:forces:R:3
C 3.66361 3.63868 1.16175 0.2 0.3 0.1
C 4.05725 2.19815 1.48224 0.1 -0.1 -0.1
C 3.07879 1.47823 2.39926 0.0 -0.3 0.0
S 1.36637 1.42424 1.79962 -0.2 -0.2 1.0
C 1.19762 3.22287 1.67926 -0.3 0.0 -0.3
C 2.21135 3.88456 0.75585 -0.1 0.0 -0.2
H 3.86034 4.23711 2.05945 0.0 0.0 -0.1
H 4.32653 4.02110 0.37288 -0.2 0.0 0.3
H 4.21283 1.61900 0.56414 -0.1 0.1 0.1
H 5.02956 2.20881 1.99339 -0.2 0.0 -0.1
H 3.37306 0.44049 2.58581 0.0 0.2 0.0
H 2.97994 1.99664 3.36184 0.2 -0.2 -0.1
H 0.16558 3.40884 1.36344 0.2 0.1 0.1
H 1.31961 3.55815 2.71719 -0.2 0.1 -0.2
H 2.02242 4.96620 0.78298 0.0 -0.2 -0.1
H 2.03361 3.57092 -0.28020 0.0 -0.1 0.1
C 3.76355 -5.28613 2.39824 -0.3 0.2 -0.1
N 3.74493 -4.76603 1.04270 0.9 -0.2 0.2
C 4.02771 -5.78952 0.05680 -0.1 0.2 -0.1
C 3.08349 -3.57543 0.71360 -0.4 0.6 0.1
C 3.82284 -2.38840 0.47473 -0.3 -0.5 0.0
C 3.17709 -1.19822 0.18276 -0.1 0.2 -0.1
C 1.77022 -1.11827 0.16000 -0.1 -0.2 0.2
C 1.07616 0.14656 -0.14965 0.8 0.5 -0.8
C -0.31663 0.13708 -0.50633 -0.4 0.4 -0.1
C -1.01871 1.24633 -0.89198 0.7 -0.7 -0.1
C -2.41449 1.24891 -1.25900 -1.1 0.0 -0.4
C -3.00271 2.41942 -1.80686 0.6 -0.5 0.4
C -4.33807 2.46286 -2.15087 -0.7 -0.5 0.1
C -5.17438 1.33492 -1.94516 0.9 -0.1 0.2
N -6.55062 1.42132 -2.18322 -0.5 0.6 -0.3
C -7.16708 0.93635 -3.40071 0.2 -0.1 0.0
C -7.51331 1.58192 -1.10965 0.3 -0.1 0.0
C -4.58489 0.14059 -1.46459 -0.1 0.5 -0.1
C -3.24205 0.10231 -1.12358 0.3 0.2 0.1
C 1.04152 -2.29950 0.42314 0.0 0.2 0.0
C 1.67755 -3.50957 0.66219 0.4 0.2 0.0
H 3.62988 -4.47953 3.12759 0.0 -0.2 -0.1
H 2.98513 -6.05186 2.55040 0.1 0.1 0.1
H 4.73788 -5.76394 2.56857 -0.2 0.1 0.1
H 4.07729 -5.34850 -0.94432 0.0 -0.2 0.2
H 4.99669 -6.24414 0.30531 -0.2 0.0 -0.2
H 3.26096 -6.58296 0.07367 0.1 0.1 -0.2
H 4.91117 -2.43499 0.51624 -0.3 0.0 0.0
H 3.76349 -0.30490 -0.04759 -0.2 -0.3 0.1
H 1.68126 0.97511 -0.55058 -0.3 -0.9 -0.2
H -0.82213 -0.83060 -0.53548 0.2 0.5 0.3
H -0.48692 2.19701 -0.99245 -0.1 -0.1 0.2
H -2.37066 3.29687 -1.93163 -0.2 -0.1 0.0
H -4.78156 3.37148 -2.55972 0.1 -0.3 0.1
H -6.42892 0.84841 -4.20416 -0.2 0.0 0.1
H -7.65220 -0.03944 -3.23340 0.1 0.0 -0.2
H -7.94626 1.64987 -3.70068 0.1 -0.2 -0.1
H -7.02929 1.97796 -0.21097 -0.1 -0.1 -0.2
H -8.28867 2.28512 -1.44307 0.1 -0.1 0.2
H -8.00271 0.62242 -0.87434 0.0 0.2 0.1
H -5.21850 -0.74257 -1.35185 0.2 0.3 0.0
H -2.82320 -0.82220 -0.72010 -0.2 0.3 -0.1
H -0.04594 -2.27885 0.43544 0.3 0.0 0.0
H 1.09263 -4.42126 0.80165 0.2 0.3 0.1
```
Forces are in eV/Å.

Summary:
Lowest unoccupied orbital energy, eV: -4.47
Total charge: +1

Molecular formula: C24H33N3O2P2Pd
Method: DFT, ωB97M-V/def2-TZVPD

The geometry in XYZ format:
```
65
Properties=species:S:1:pos:R:3:forces:R:3
Pd 0.33229 0.22355 0.09189 -0.4 0.5 1.4
O 2.74847 0.24120 -0.00314 0.2 -0.3 0.4
C 3.38532 1.23488 -0.81139 0.0 0.0 -0.1
C 2.35652 2.23917 -1.21705 0.0 0.0 -0.1
C 2.73277 3.35709 -1.94893 -0.1 0.1 0.2
C 1.80104 4.34476 -2.21314 0.1 0.2 -0.1
C 0.49813 4.20503 -1.74132 0.0 -0.1 0.0
C 0.16455 3.05092 -1.07163 0.1 0.1 -0.2
N 1.07748 2.08820 -0.82528 -0.7 -1.1 -0.4
H 3.42942 -0.26483 0.46059 0.0 0.1 0.1
H 3.83995 0.78203 -1.69578 0.0 0.0 0.0
H 4.17594 1.73218 -0.24640 0.0 0.1 0.0
H 3.76103 3.45585 -2.27531 0.0 0.0 0.0
H 2.08989 5.23148 -2.76427 0.0 0.0 0.0
H -0.25045 4.96803 -1.90690 0.0 0.0 0.0
H -0.83739 2.88075 -0.70863 0.1 0.0 0.1
C -2.50333 2.97610 2.44566 -0.1 -0.1 0.0
C -1.23550 2.26562 2.09497 -0.2 0.1 0.0
O -1.19292 1.53868 1.05850 0.4 0.2 -0.2
N -0.19669 2.41674 2.89662 0.2 0.1 0.1
C 1.05722 1.68968 2.74382 -0.1 -0.2 -0.1
C 0.81556 0.24564 3.11569 0.1 0.0 0.0
C 1.06321 -0.23014 4.39231 -0.1 -0.1 -0.1
C 0.61791 -1.49635 4.74844 0.0 0.0 0.1
C -0.11380 -2.24277 3.83422 -0.1 0.1 0.0
C -0.30728 -1.72986 2.56754 -0.2 0.2 0.2
N 0.19164 -0.53629 2.21029 -0.2 -0.6 -1.1
H -3.15088 3.06376 1.57815 0.0 0.0 0.0
H -2.30157 3.96496 2.85789 0.0 0.0 0.0
H -3.03174 2.39682 3.20779 0.0 0.0 0.0
H -0.32112 2.98479 3.72535 0.0 0.0 0.0
H 1.80163 2.14594 3.39057 0.0 0.0 0.0
H 1.39934 1.76778 1.71330 0.2 0.2 0.1
H 1.58077 0.39935 5.10569 0.0 0.0 0.0
H 0.80871 -1.88098 5.74294 0.0 0.0 0.0
H -0.53123 -3.20557 4.09890 0.0 0.0 0.0
H -0.91024 -2.25544 1.83825 0.1 0.0 0.0
C 1.72385 -2.39487 -2.00288 0.2 0.2 0.2
P 0.69187 -2.23036 -0.52861 -0.1 0.4 -1.2
C 1.41161 -3.45256 0.58582 0.3 0.5 0.4
C -0.96754 -2.69026 -1.04758 0.0 -0.2 0.5
C -1.38496 -4.01700 -0.98816 0.0 0.0 -0.2
C -2.54997 -4.39980 -1.65311 0.0 0.0 0.0
C -3.32036 -3.45840 -2.31617 0.0 0.0 0.0
C -2.94493 -2.11506 -2.31081 0.0 0.0 0.0
C -1.76763 -1.73395 -1.67618 -0.1 0.2 0.2
P -1.28696 -0.00618 -1.68764 0.2 -0.6 -0.4
C -0.52126 0.34330 -3.28169 0.3 0.4 0.2
C -2.75075 1.02389 -1.60659 0.2 0.3 0.6
H 1.69496 -3.45490 -2.27601 0.0 0.0 0.0
H 2.75484 -2.12466 -1.77064 0.0 0.0 0.0
H 1.37364 -1.80670 -2.84404 0.0 0.0 0.0
H 1.18594 -4.44426 0.18607 0.0 0.1 -0.1
H 1.06627 -3.38487 1.60985 0.0 -0.1 0.0
H 2.49516 -3.32211 0.56556 0.0 0.0 0.0
H -0.81022 -4.76949 -0.46563 0.0 0.0 0.0
H -2.84076 -5.44273 -1.65805 -0.1 0.0 0.1
H -4.22871 -3.75723 -2.82363 0.0 0.0 0.0
H -3.57702 -1.39135 -2.80999 0.0 0.0 0.0
H -1.27094 0.11934 -4.04807 0.0 0.0 0.0
H 0.36076 -0.26311 -3.46175 0.0 0.0 0.0
H -0.24850 1.39798 -3.34960 -0.1 0.0 -0.1
H -3.28153 0.90615 -2.55599 0.0 -0.1 0.0
H -2.46574 2.07068 -1.50878 -0.1 0.0 -0.1
H -3.38583 0.74973 -0.76589 0.0 -0.1 0.0
```
Forces are in eV/Å.

Summary:
Lowest unoccupied orbital energy (alpha / beta), eV: -15.60 / -15.38
ΔE to the lowest compared entry with this formula, charge and spin, eV: 2.176
Total charge: +4